[1]
This record from the OMol25 dataset describes a 2-piece molecular cluster, C4H13NO2 overall. The level of theory is wB97M-V/def2-TZVPD.

```
20
C4H13NO2, DFT wB97M-V/def2-TZVPD
C -1.5563 -0.7690 -1.0621
N -1.2399 -1.3531 0.2306
C -0.7429 -0.4234 1.2185
C 0.7769 -0.3190 1.4995
C 1.5626 0.0608 0.2302
O 1.5016 -1.1201 -0.6042
H -1.9569 -1.5045 -1.7546
H -2.4390 -0.1235 -0.9357
H -0.7495 -0.1139 -1.4007
H -0.7171 -2.2082 0.1437
H -1.1094 0.5720 0.9503
H -1.2322 -0.6131 2.1811
H 0.7946 0.4634 2.2594
H 1.2060 -1.2664 1.8181
H 2.6120 0.2615 0.4581
H 1.0562 0.9036 -0.2495
H 2.1949 -1.0300 -1.2647
H -0.6400 2.4317 -1.2693
H 0.4520 3.4496 -1.5091
O 0.2263 2.7015 -0.9396
```

Output
- energy above the lowest of the compared OMol25 structures with the same formula, charge and spin (kcal per mole) = 28.7
- HOMO (eV) = -8.0
- calculated total energy (eV) = -9942.9539
- HOMO-LUMO gap (eV) = 8.58
- LUMO energy (eV) = 0.6



[2]
This record from the OMol25 dataset describes C11H18F6N6O2PSV as an isolated structure. The level of theory is wB97M-V/def2-TZVPD.

```
46
C11H18F6N6O2PSV, DFT wB97M-V/def2-TZVPD
V 0.8493 -0.0380 -0.8712
C -1.8666 3.2089 -3.0395
N -0.8422 3.1208 -1.9907
C -0.1755 4.2228 -1.5063
C 0.8339 4.1417 -0.6197
C 1.3187 2.8561 -0.1800
O 2.2816 2.6583 0.5314
N 0.5244 1.7642 -0.6350
C -0.5163 1.9025 -1.5142
O -1.0789 0.8371 -1.8158
H -2.1796 4.2426 -3.1439
H -2.7211 2.5930 -2.7722
H -1.4658 2.8494 -3.9861
H -0.5200 5.1747 -1.8863
H 1.3267 5.0216 -0.2375
S 4.8167 0.6014 0.8645
C 3.3864 0.3045 0.4419
N 2.2392 0.0189 0.0425
F 1.4695 0.2055 -2.5842
P 1.3758 -1.5431 -3.3368
F 1.2586 -3.0137 -3.7688
F 2.6829 -1.1633 -4.0724
F 0.0547 -1.6484 -2.2881
F 2.2196 -1.8791 -1.9622
F 0.4350 -0.8935 -4.3859
C 0.2471 0.6430 2.6645
N -0.1111 -0.7744 2.6285
C 0.0421 -1.4736 3.9029
C -0.5258 -1.3790 1.5272
N -0.2479 -0.8297 0.2864
N -1.2042 -2.5281 1.5474
C -2.1908 -2.8629 2.5753
C -1.1673 -3.4286 0.3915
H -0.1417 1.0740 3.5854
H -0.1840 1.1746 1.8245
H 1.3294 0.7727 2.6605
H 0.9785 -1.1480 4.3550
H 0.0876 -2.5470 3.7527
H -0.7648 -1.2296 4.5940
H -0.9882 -1.1108 -0.3657
H -2.3671 -2.0198 3.2350
H -1.8878 -3.7326 3.1578
H -3.1309 -3.1002 2.0758
H -0.2008 -3.3860 -0.1040
H -1.9629 -3.2139 -0.3283
H -1.3161 -4.4451 0.7499
```

Output
- energy above the lowest of the compared OMol25 structures with the same formula, charge and spin (kcal per mole) = 19.4
- HOMO (alpha / beta) (eV) = -15.6 / -15.6
- calculated total energy (eV) = -86841.4427
- charge = +2
- HOMO-LUMO gap (alpha / beta) (eV) = 6.20 / 6.20
- LUMO energy (alpha / beta) (eV) = -9.4 / -9.4